Below is C51H99F18N19O31RbS14 as an isolated structure, with properties calculated with ωB97M-V/def2-TZVPD.

The total charge is +1. The value obtained for the maximum force is 13.213 eV/Å. The total energy is -12771.11567 a.u. Its highest occupied orbital energy is -0.4074 hartree. As for the spin multiplicity: 1.

Geometry as XYZ:
```
233
Properties=species:S:1:pos:R:3:forces:R:3
Rb 3.411 3.867 1.114 -0.324 0.053 0.007
S -1.506 -5.005 -4.797 -2.242 -4.472 -3.677
S 5.162 -3.007 -1.455 0.732 2.236 5.412
S -3.938 3.069 7.611 -0.371 0.917 1.816
S -0.849 5.472 -1.980 -4.573 -2.537 -4.371
S -2.268 -5.425 3.782 -0.577 -5.211 6.334
S 0.064 0.977 0.873 0.596 0.772 1.349
S 5.298 -4.733 -3.173 7.728 -5.330 -9.298
S 5.657 -0.665 5.840 -1.634 -6.871 10.689
S 6.103 4.578 -2.075 10.555 -2.787 -0.506
S -1.072 -3.558 -3.026 -1.114 4.959 7.270
S 4.198 5.804 -2.312 -4.821 2.487 -0.246
S -0.207 6.785 -0.164 0.484 5.110 1.853
S 5.792 1.059 4.314 2.730 2.021 -4.081
S -2.301 -4.385 1.706 0.394 1.216 -2.617
F 4.981 -3.620 0.013 -0.745 -0.643 0.146
F 4.209 -5.392 -4.175 -0.501 -0.882 0.142
F -0.404 1.635 -1.636 -0.375 -0.615 -0.513
F -2.950 0.801 6.344 0.514 -0.421 0.535
F 5.832 1.072 2.686 0.237 -0.195 0.441
F -3.311 -3.405 0.992 -0.322 0.689 0.019
F 6.859 3.831 -0.930 1.036 -1.019 1.692
F -2.991 -5.329 5.254 0.554 0.036 0.077
F -0.567 -5.897 -5.680 0.710 -0.378 -0.441
F 0.855 7.978 -0.111 -0.686 -0.049 0.234
F 0.650 -0.286 -1.526 -1.566 0.684 0.671
F 6.511 -2.034 6.090 -0.509 -0.539 -0.135
F -1.382 2.141 7.219 0.102 -0.961 0.335
F -2.351 2.607 5.384 -0.159 0.240 -0.339
F 2.763 5.562 -1.642 -0.086 0.358 -0.115
F -1.494 5.730 -3.462 0.772 -0.514 0.107
F -1.514 -0.131 -0.908 0.290 -0.227 -0.934
F 0.092 -3.293 -1.862 -0.092 0.108 -0.856
O -1.252 -2.231 -3.605 0.428 -1.554 0.123
O -3.324 4.367 7.991 0.079 -1.728 -1.090
O 6.896 1.930 4.673 -1.916 -1.869 -0.260
O 0.824 -6.867 -0.443 3.349 4.917 -2.793
O -1.338 7.251 0.653 1.725 -0.985 -1.626
O -5.068 3.261 6.701 0.753 -0.382 -0.857
O -1.975 -4.023 -5.786 1.104 -0.775 2.465
O 7.084 5.673 -2.291 -3.410 -1.377 -0.423
O -2.475 -6.010 -4.322 2.327 2.990 -0.167
O 6.128 3.486 -3.030 -1.364 0.994 -0.571
O 6.630 -2.961 -1.379 -3.019 -0.174 -2.374
O -2.527 -5.631 1.004 0.410 1.847 1.233
O -0.870 -5.205 4.129 -1.034 -0.779 -0.905
O 5.916 -3.849 -4.199 -1.166 -0.684 3.052
O -2.823 -6.698 3.330 1.949 1.907 0.642
O 0.158 -0.333 1.510 -0.988 0.194 -0.197
O -0.961 1.918 1.414 0.824 -2.200 -1.565
O -2.100 5.126 -1.299 1.880 -0.345 0.264
O 0.157 4.481 -2.190 -0.146 -0.332 0.107
O 6.129 -5.851 -2.704 -1.912 2.294 -0.478
O 1.383 1.601 0.836 -0.069 0.363 -0.768
O -4.267 2.226 8.750 0.844 0.070 -1.146
O -2.136 -4.029 -2.145 1.145 0.357 -2.226
O 4.396 -1.767 -1.230 0.968 -2.158 -2.275
O 0.592 5.727 0.364 -0.296 -1.103 -0.081
O 4.444 1.468 4.506 -0.717 0.112 0.862
O 3.957 5.302 -3.676 1.172 0.539 2.358
O 6.289 0.093 6.892 -1.131 1.109 -1.550
O -0.996 -3.736 1.563 -1.961 -0.749 0.531
O 4.478 7.205 -2.103 -0.075 -2.103 -0.357
O 4.282 -1.146 6.080 1.305 1.203 -0.478
N 4.895 4.777 -1.193 -3.119 2.494 -2.016
N 3.325 1.945 -3.466 1.995 0.035 -3.401
N -4.876 0.965 3.148 -3.374 -0.971 -0.036
N -0.657 -2.145 6.529 1.665 1.929 -3.496
N -4.862 0.441 -1.733 -1.070 0.492 1.887
N -0.392 6.918 -1.817 0.797 0.275 3.757
N -2.827 6.047 4.307 -4.241 1.198 0.536
N 3.517 2.496 -5.658 -0.616 -1.391 4.018
N 1.892 -5.563 -2.228 -0.251 -3.207 -0.763
N 0.481 -0.645 5.225 -1.575 -3.255 2.170
N 1.766 -2.430 -6.752 -1.935 0.429 1.156
N 3.553 -3.641 3.751 0.354 3.018 -2.628
N 4.286 -4.240 -2.254 -1.639 5.873 5.283
N -2.998 -4.179 3.309 0.733 1.402 -5.318
N -5.305 -1.150 3.395 0.564 2.333 0.244
N 6.021 -0.605 4.437 1.170 5.013 -5.785
N -0.214 -4.577 -3.782 -2.526 -0.811 -2.586
N 3.084 -1.991 2.288 0.448 -5.304 2.062
N -4.870 6.423 5.221 2.862 0.106 0.361
C 4.430 4.035 -7.322 -0.279 -0.898 -0.171
C 2.291 2.934 -5.174 -0.344 -1.048 1.047
C 3.699 1.458 -2.175 1.280 -2.355 0.443
C -6.405 0.662 -1.803 0.646 -0.365 0.003
C 1.169 -3.715 -7.353 -0.252 0.369 -0.122
C -4.919 6.772 3.914 1.374 0.280 -2.201
C -5.955 6.479 6.182 -0.800 0.085 0.047
C -2.545 2.040 6.604 -1.896 2.360 0.331
C -5.936 0.046 3.360 4.160 0.463 -0.211
C -1.346 4.517 2.830 -1.617 -0.374 -0.235
C -4.799 -0.930 -0.999 0.705 -0.420 -0.718
C -4.924 2.428 3.117 -0.872 0.698 -1.035
C -6.149 -1.249 -0.296 1.168 -0.357 -0.919
C -0.330 0.489 -0.959 1.310 1.034 2.003
C 1.552 -5.882 -0.788 -1.911 -4.253 3.335
C 4.232 -4.490 4.662 1.358 -1.397 1.383
C -1.540 5.478 4.012 2.874 0.317 0.188
C -3.034 2.721 -3.717 0.616 -0.677 0.461
C -4.351 1.531 -0.768 -0.393 -0.863 -0.837
C 4.536 -5.863 4.070 -0.646 -0.072 -0.372
C -4.253 1.863 -3.840 -1.452 -1.048 1.164
C 2.776 -1.796 -7.682 1.229 -1.121 0.035
C 2.005 -1.574 -4.433 0.304 0.608 1.270
C 2.194 -3.748 3.521 0.706 3.230 -2.323
C -4.137 0.475 -3.101 -0.837 -0.248 -0.141
C 1.881 -2.715 2.587 1.819 -1.186 1.176
C -1.009 -2.972 7.649 -0.147 -0.102 0.600
C 2.319 -5.025 0.223 -0.874 -0.307 -1.653
C -6.991 -0.029 -0.535 0.079 0.706 -0.051
C 0.898 1.819 4.943 -0.489 1.306 0.746
C 3.982 2.576 -7.009 -0.115 1.392 -0.635
C -0.563 -1.195 4.492 0.010 1.171 -0.065
C -3.645 6.588 3.310 -2.510 0.097 1.900
C -3.950 -1.004 3.159 -0.784 -0.797 -0.855
C -1.281 -2.040 5.263 0.254 -0.352 0.500
C 3.194 -0.969 1.327 -0.130 2.759 -0.002
C 0.434 -1.338 6.428 -0.173 1.547 -0.777
C -6.286 3.125 3.354 1.054 -1.190 0.814
C 4.127 -2.606 2.955 -3.840 -1.161 1.377
C -3.597 6.102 5.480 2.052 -1.231 -1.193
C 2.301 -1.532 -9.119 -0.397 0.593 -0.462
C 2.163 2.475 -3.860 -0.793 2.762 -1.006
C 4.126 1.894 -4.603 -0.588 0.335 0.734
C 3.077 -0.433 -9.891 1.479 -0.015 0.662
C 1.411 0.386 4.806 0.652 1.320 -0.665
C 1.948 -6.837 -3.137 -1.085 0.362 -0.956
C 1.287 -0.550 -5.220 -0.604 0.899 -2.638
C 0.698 -1.402 -6.306 -1.676 -1.431 -1.239
C 2.278 -2.771 -5.329 1.281 0.157 -0.693
C -3.723 0.298 2.878 0.212 -0.158 1.362
C -5.952 -2.389 3.636 -0.267 -0.843 0.420
H -2.774 2.750 -2.659 0.058 0.813 0.015
H -6.710 0.200 -2.742 -0.234 -0.128 0.144
H 4.199 -0.644 1.055 0.236 -0.831 0.282
H -5.849 7.185 3.552 0.257 -0.044 -0.389
H 2.200 -4.012 -0.161 -0.166 0.444 0.550
H -3.133 5.959 6.444 -0.444 -0.650 0.165
H 0.981 -7.338 -3.107 0.113 0.061 0.743
H 0.489 -0.025 -4.697 0.150 -0.064 0.067
H 2.760 -7.561 -3.064 0.153 0.548 1.266
H 3.566 -4.631 5.513 0.134 0.176 0.132
H 1.924 -5.195 1.224 0.105 0.137 -0.306
H -4.705 2.631 2.069 0.690 0.514 0.114
H 2.811 -0.128 1.905 -0.349 0.540 -0.802
H -8.032 -0.340 -0.624 -0.027 0.525 -0.237
H 3.330 -3.008 -5.489 0.057 -0.185 0.486
H -0.345 4.141 2.619 0.237 0.436 0.788
H -6.850 6.522 5.562 -0.152 -0.212 0.281
H 3.569 -6.329 3.881 0.062 -0.309 -0.298
H 1.734 -3.620 -4.917 0.056 -0.122 -0.674
H -3.106 3.702 -4.186 -0.007 -0.101 0.301
H -1.778 -2.442 8.211 0.161 -0.153 0.290
H -4.736 2.475 -1.153 0.476 0.075 0.138
H -5.278 -3.040 4.192 0.140 -0.216 -0.568
H -2.193 2.163 -4.130 0.138 0.166 -0.441
H -4.809 1.318 0.198 0.194 0.065 -0.030
H 3.814 4.762 -6.794 -0.158 -0.184 0.050
H -3.128 0.111 -2.905 0.069 0.216 -0.032
H -1.406 -3.940 7.344 0.160 0.124 -0.277
H 3.102 2.375 -7.619 0.078 -0.188 -0.132
H -1.630 4.938 1.866 -0.308 0.179 0.124
H 1.574 3.481 -5.770 0.189 -0.042 0.035
H 5.081 -6.536 4.732 0.041 0.350 0.163
H 5.460 4.240 -7.029 -0.020 -0.132 -0.325
H 0.256 -3.982 -6.821 0.274 0.243 0.234
H -6.604 2.917 4.376 -0.223 0.087 0.030
H 3.203 0.502 -2.009 -0.638 0.277 0.380
H 2.625 -1.105 0.407 -0.131 -0.322 0.417
H -2.141 -2.602 4.929 0.145 -0.207 0.469
H -7.009 0.155 3.413 0.252 0.491 0.312
H 4.214 4.127 -8.386 0.632 0.495 -0.046
H -3.294 6.953 2.356 0.093 -0.548 -0.146
H 2.320 -2.415 -9.758 -0.060 -0.198 0.391
H 1.278 -1.819 -3.659 0.531 -0.457 0.315
H -4.677 1.826 -4.844 0.479 -0.708 -0.192
H 1.457 2.808 -3.114 -0.385 -0.168 -0.186
H -4.678 -0.318 -3.617 0.218 0.025 -0.359
H -4.155 2.798 3.795 -0.078 -0.002 -0.126
H 2.792 0.603 -9.709 -0.530 -0.172 -0.009
H -6.627 -2.108 -0.766 0.268 -0.073 -0.089
H -1.147 4.991 4.905 -0.236 0.169 0.168
H 1.568 -4.484 4.005 -0.035 0.049 -0.135
H 5.165 -4.067 5.034 -0.238 0.550 -0.113
H -5.966 -1.535 0.740 -0.144 0.345 0.028
H 1.265 -1.201 -9.042 -0.182 -0.141 -0.213
H 2.017 -6.577 -4.193 0.061 0.930 0.198
H 4.127 -0.443 -9.598 0.251 -0.133 0.507
H -5.123 2.240 -3.302 0.054 0.962 0.002
H 1.161 -1.107 7.193 -0.104 -0.337 0.197
H -0.896 6.331 3.798 0.189 0.120 0.204
H -6.571 1.737 -1.871 -0.215 -0.199 0.090
H -6.882 0.614 0.338 -0.300 0.380 -0.162
H -0.724 -0.863 3.477 -0.004 -0.166 -0.051
H 1.869 -4.549 -7.313 0.290 0.328 0.326
H 3.248 -0.583 -10.957 -0.985 -0.223 -0.081
H 1.235 -4.923 -2.652 -1.137 -0.055 -0.036
H 0.967 2.352 5.891 0.170 -0.792 0.619
H -0.150 1.962 4.677 -0.062 -0.514 -0.316
H -3.940 -0.927 -0.329 -0.059 0.159 -0.038
H -7.023 2.763 2.638 -0.083 0.338 -0.038
H 1.431 2.539 4.322 0.342 -0.547 -0.529
H 0.872 -3.629 -8.399 0.211 0.613 0.077
H 0.967 -2.560 2.033 0.042 0.274 0.174
H -0.093 -1.992 -5.845 -0.034 -0.309 0.003
H 0.224 -1.007 -7.205 0.342 0.584 0.107
H -4.590 -1.679 -1.763 0.079 0.061 -0.043
H -3.329 -1.883 3.065 0.011 0.097 0.158
H 1.910 0.181 -5.736 0.345 0.285 0.488
H -5.952 5.594 6.819 0.095 -0.044 -0.230
H 4.722 1.801 -7.208 0.113 0.222 0.138
H 3.684 2.081 -1.280 -0.524 0.511 -0.768
H -6.197 -2.740 2.634 -0.466 -0.851 0.526
H 2.740 -5.020 -2.315 1.175 0.114 0.554
H -3.264 1.475 -0.717 -0.174 0.177 0.076
H -1.941 3.622 3.014 -0.085 -0.094 -0.180
H 2.857 -1.049 -4.000 0.353 -0.811 0.282
H 5.115 -2.190 3.084 0.065 -0.239 -0.146
H -5.965 7.374 6.804 0.442 0.046 -0.163
H 3.568 -2.542 -7.598 0.337 -0.032 -0.718
H 5.084 -5.776 3.131 0.023 -0.006 0.000
H -6.079 4.192 3.285 -0.281 -0.068 -0.257
H -0.088 -3.109 8.216 -0.333 -0.077 0.275
H 3.270 -0.912 -7.279 -0.697 0.218 0.515
H 2.394 0.220 5.248 -0.156 -0.028 0.264
H -6.771 -2.230 4.338 -0.397 -0.044 -0.568
H 3.390 -5.196 0.118 -0.049 -0.414 0.175
H 5.083 1.395 -4.647 0.028 0.274 0.101
H 1.561 0.361 3.726 -0.126 -1.012 -0.071
H 4.719 1.084 -2.262 0.267 0.484 -0.009
H -2.785 0.797 2.683 -0.006 0.212 -0.125
```
Forces are in eV/Å.

Löwdin atomic charge list, values in e, 6 entries: Rb 0.81; S 0.58; S 0.67; S 0.51; S 0.43; S 0.43